1.
Here is a structure of composition C3H9Cl2N2O5Sn2 from the Open Molecules 2025 dataset. Energies are from ωB97M-V/def2-TZVPD.

Summary:
LUMO = -14.666 eV
Kohn-Sham gap = 3.641 eV
energy relative to the best compared isomer or geometry (same formula, charge and spin) = 201.1 kJ/mol
E_tot = -1952.860499 a.u.

Geometry as ORCA input:
```
! RIJCOSX wB97M-V def2-TZVPD def2/J DEFGRID3
* xyz 3 1
N 3.5141 -16.6056 11.3357
H 1.1157 -14.1750 14.1226
N 0.0707 -12.4363 12.6118
H 2.7530 -14.8464 12.2182
H 0.1726 -10.5648 13.6651
O 3.3104 -17.3277 12.3178
Sn -1.8605 -14.6393 15.5140
H 2.8386 -14.2507 16.0650
H 0.9282 -10.5221 12.0571
Sn 1.0428 -17.8886 14.4712
O 0.9071 -14.9509 14.6784
H 3.7325 -14.5220 10.6636
H 1.6825 -11.4144 13.3787
C 3.1710 -13.2151 16.1361
C 0.7270 -11.1458 12.9281
O 0.3556 -12.9961 11.5774
H 3.3971 -12.8179 15.1466
Cl 4.5704 -13.2285 17.2162
O 3.6873 -16.9850 10.1655
C 3.5959 -15.1022 11.5761
H 4.5628 -15.0846 12.0790
O -0.8178 -12.7573 13.3670
Cl 1.7514 -12.3262 16.7358
*
```

***

2.
Here is the molecule C3H9Cl3NPSi from the Open Molecules 2025 dataset. Energies are from ωB97M-V/def2-TZVPD.

Summary:
LUMO = -0.352 eV
SMILES string = C[Si](C)(C)N=P(Cl)(Cl)Cl
Kohn-Sham gap = 8.879 eV
energy relative to the best compared isomer or geometry (same formula, charge and spin) = 0.0 kJ/mol
E_tot = -2185.979393 a.u.

Geometry as ORCA input:
```
! RIJCOSX wB97M-V def2-TZVPD def2/J DEFGRID3
* xyz 0 1
Cl -0.2198 -0.0297 3.7968
C 0.6867 -1.8387 0.0828
C 1.8270 0.8351 -1.3574
H -1.3850 0.1259 -2.3869
C -1.2813 -0.0011 -1.3378
H -1.6110 -0.9862 -1.1448
Cl -2.7803 0.1310 1.8250
H 2.7644 0.4489 -1.1925
P -0.9072 0.9766 2.1326
Cl -1.4278 2.7196 2.8563
H -0.2202 -2.3328 -0.0711
H 1.3938 -2.4007 -0.4840
H 0.9029 -2.0247 1.1258
H 1.7534 1.8980 -1.2261
H 1.6192 0.6685 -2.3953
N 0.1811 1.0820 0.9002
H -1.7729 0.7441 -0.7469
Si 0.4768 -0.0158 -0.3767
*
```

***

3.
Here is the ion C3H9Cl3NSi with charge +1 from the Open Molecules 2025 dataset. Energies are from ωB97M-V/def2-TZVPD.

Summary:
LUMO = -3.022 eV
SMILES string = C[NH+](C)C[Si](Cl)(Cl)Cl
Kohn-Sham gap = 12.293 eV
energy relative to the best compared isomer or geometry (same formula, charge and spin) = 24.4 kJ/mol
E_tot = -1844.405237 a.u.

Geometry as ORCA input:
```
! RIJCOSX wB97M-V def2-TZVPD def2/J DEFGRID3
* xyz 1 1
H 0.3751 0.9628 1.2724
C 0.9999 0.8093 -0.9334
H 0.3691 1.6488 -1.0332
H 1.6459 1.2629 -0.2358
C -0.2128 0.0698 0.8997
C 1.2444 -1.5168 -0.1918
H 1.9905 -1.2141 0.5047
H 1.6713 -1.8389 -1.0476
N 0.3584 -0.3395 -0.3469
Cl -1.8232 2.6005 0.2523
H -0.3832 -0.5289 -1.0376
Cl -3.5525 0.3347 2.1399
H -0.1100 -0.8083 1.6077
H 0.7665 -2.4531 0.1962
H 1.4739 0.6318 -1.8384
Cl -2.6750 -0.2894 -0.9670
Si -2.1383 0.6683 0.7586
*
```

***

4.
Here is a cluster of 2 separate species, C3H9ClN3O5S2 in total from the Open Molecules 2025 dataset. Energies are from ωB97M-V/def2-TZVPD.

Summary:
LUMO = 2.705 eV
Kohn-Sham gap = 8.801 eV
E_tot = -1916.732150 a.u.

Geometry as ORCA input:
```
! RIJCOSX wB97M-V def2-TZVPD def2/J DEFGRID3
* xyz -1 1
S 3.4945 -1.5309 0.8746
H 1.0688 1.0316 0.5713
O 1.8638 0.2951 -2.5679
N -1.6788 -0.2898 -0.1337
O -1.0824 1.5584 0.9955
Cl 5.5646 -1.5025 0.4704
H -3.5223 2.2060 1.1573
H -3.8484 1.3945 -0.3860
O 3.1319 -2.8938 1.5595
N 1.6337 1.4785 -0.1884
H 2.2153 2.2735 0.1569
C -3.4301 1.2611 0.6150
O 4.0096 0.7940 -1.3120
C -1.9812 0.8723 0.5165
O 3.2226 -0.3485 1.8751
C -2.5933 -1.2183 -0.7553
H -2.4663 -2.1923 -0.2769
H -2.3306 -1.2975 -1.8131
S 2.5365 0.3264 -1.1408
H -3.6340 -0.9037 -0.6641
N 2.4978 -1.3169 -0.5516
H -3.9850 0.4934 1.1608
H -0.6865 -0.4906 -0.1631
*
```

***

5.
Here is the molecule C3H9ClNOP from the Open Molecules 2025 dataset. Energies are from ωB97M-V/def2-TZVPD.

Summary:
LUMO = 0.876 eV
SMILES string = CC(C)OP(N)Cl
Kohn-Sham gap = 9.798 eV
energy relative to the best compared isomer or geometry (same formula, charge and spin) = 142.1 kJ/mol
E_tot = -1051.229787 a.u.

Geometry as ORCA input:
```
! RIJCOSX wB97M-V def2-TZVPD def2/J DEFGRID3
* xyz 0 1
Cl -3.4550 -1.0298 0.2676
C 0.5194 -0.2910 0.4848
H 1.7105 1.5731 0.5229
P -2.1124 0.2215 -0.5959
N -2.7196 1.6376 -0.0358
C 1.3134 0.9384 -0.1550
O -0.7336 0.1796 0.8665
H -3.4636 1.7659 0.6076
H 0.4586 -1.1458 -1.3751
H 0.5208 1.5292 -0.7015
C 0.4979 -1.5141 -0.4194
H -0.3551 -2.0767 -0.1619
H 1.4055 -2.0055 -0.1977
H 0.9902 -0.4717 1.4192
H -2.0997 2.4355 -0.0556
H 2.1967 0.3356 -0.7509
*
```

***

6.
Here is a cluster of 2 separate species, C3H9ClNP in total from the Open Molecules 2025 dataset. Energies are from ωB97M-V/def2-TZVPD.

Summary:
LUMO (spin up / spin down) = 0.839 / 0.270 eV
Kohn-Sham gap (spin up / spin down) = 7.768 / 7.584 eV
energy relative to the best compared isomer or geometry (same formula, charge and spin) = 344.6 kJ/mol
E_tot = -975.919564 a.u.

Geometry as ORCA input:
```
! RIJCOSX wB97M-V def2-TZVPD def2/J DEFGRID3
* xyz 0 1
C -1.1769 -0.8254 0.4079
N 0.6727 0.0829 -2.8259
H -2.0050 -1.0084 1.0139
H 0.3174 -0.1879 2.5645
H -0.4584 -1.6699 0.5939
H -0.9797 1.3113 0.1401
H 1.0088 -0.8398 -2.9776
C -0.6630 0.4958 0.6594
H -0.3406 1.3700 2.6637
P 1.4068 0.7685 -1.4298
H -1.3332 -1.0589 -0.7286
C 0.1169 0.7102 1.9624
Cl 2.4954 -0.8255 -0.9042
H -0.2172 0.5021 -3.0173
H 1.1559 1.1752 1.8774
*
```

***

Which value of E_tot does entry 1 give? -1952.860499 a.u.

***

Look up the E_tot of the sixth one. -975.919564 a.u.